Entry 1:
{"formula": "C20H34O25S4", "method": "the ωB97M-V functional and the def2-TZVPD basis", "smiles": "C[C@H]1COC(=O)O1.C[C@H]1COC(=O)O1.C[C@H]1COC(=O)O1.O=S1(=O)OCCO1.O=S1(=O)OCCO1.O=S1(=O)OCCO1.O=S1(=O)OCCO1", "orbital_gap_ev": 10.56, "species": ["C", "C", "C", "O", "C", "O", "O", "H", "H", "H", "H", "H", "H", "C", "C", "C", "O", "C", "O", "O", "H", "H", "H", "H", "H", "H", "C", "C", "C", "O", "C", "O", "O", "H", "H", "H", "H", "H", "H", "C", "C", "O", "S", "O", "O", "O", "H", "H", "H", "H", "C", "C", "O", "S", "O", "O", "O", "H", "H", "H", "H", "C", "C", "O", "S", "O", "O", "O", "H", "H", "H", "H", "C", "C", "O", "S", "O", "O", "O", "H", "H", "H", "H"], "xyz": [[-3.3058, -2.7509, -0.6723], [-2.2917, -2.1892, -1.6538], [-2.6029, -2.3033, -3.0666], [-2.2613, -1.0384, -3.5826], [-2.2076, -0.1327, -2.6579], [-1.8821, 1.0125, -2.7621], [-2.3792, -0.7507, -1.4622], [-2.8439, -2.7441, 0.3149], [-3.7022, -3.7512, -0.8471], [-4.1962, -2.1255, -0.6076], [-1.2688, -2.4458, -1.3781], [-3.6734, -2.4395, -3.2198], [-2.1120, -3.1349, -3.5722], [-4.2522, 2.2639, 3.8679], [-3.3039, 1.6880, 2.8126], [-3.9322, 0.5143, 2.1803], [-3.6511, 0.7239, 0.8024], [-3.3775, 1.9747, 0.5689], [-3.2897, 2.5481, -0.5657], [-3.2915, 2.6041, 1.7257], [-5.1539, 2.7680, 3.5201], [-3.7103, 3.0107, 4.4481], [-4.6543, 1.4666, 4.4930], [-2.3097, 1.5127, 3.2236], [-5.0111, 0.4632, 2.3270], [-3.4764, -0.4144, 2.5236], [-1.2333, 7.8855, -1.0528], [-1.2711, 6.4305, -0.6561], [-0.7571, 5.4936, -1.7576], [0.2475, 4.7390, -1.1883], [0.5420, 5.2064, 0.0274], [1.2489, 4.6802, 0.8644], [-0.2072, 6.2860, 0.2534], [-0.2218, 8.2914, -1.0438], [-1.8342, 8.5343, -0.4155], [-1.7075, 7.9854, -2.0292], [-2.2221, 5.9291, -0.4766], [-0.6397, 5.9500, -2.7405], [-1.5294, 4.7480, -1.9466], [0.6776, -2.6335, 4.6082], [1.9624, -1.9450, 5.1847], [2.5875, -2.8656, 6.0852], [2.0653, -4.4670, 5.8234], [1.2623, -4.7660, 7.0376], [3.1228, -5.3046, 5.3738], [1.0643, -4.0288, 4.5203], [0.5233, -2.3357, 3.5711], [-0.2841, -2.6421, 5.1211], [1.8053, -0.9701, 5.6461], [2.6774, -1.8991, 4.3632], [3.4151, -1.3846, -5.1818], [3.0103, -0.4236, -4.0674], [1.6763, -0.2066, -4.2625], [0.9501, -1.5101, -4.9100], [0.0573, -1.1399, -5.9876], [0.3479, -2.2844, -3.7904], [2.3043, -2.2631, -5.4411], [4.3803, -1.8547, -4.9934], [3.5209, -0.8942, -6.1494], [3.4995, 0.5249, -4.2888], [3.2223, -0.8767, -3.0990], [3.9516, -3.7624, 0.8231], [2.9500, -2.8571, 0.0001], [3.7228, -2.5232, -1.1643], [4.7501, -3.7501, -1.6077], [6.0509, -3.1653, -1.7586], [4.0549, -4.4285, -2.6925], [4.5969, -4.6300, -0.1298], [3.4087, -4.4401, 1.4818], [4.6211, -3.1272, 1.4031], [2.7240, -1.9085, 0.4871], [2.0643, -3.3883, -0.3484], [0.9646, 0.0692, -0.6255], [0.4477, 1.4999, -0.2711], [0.0912, 1.4080, 1.1251], [0.4057, -0.0448, 1.7697], [-0.7418, -0.4364, 2.5794], [1.7782, -0.0060, 2.2058], [0.2671, -0.7335, 0.3110], [2.0301, 0.0505, -0.3965], [0.9662, -0.1287, -1.6974], [-0.4521, 1.7334, -0.8402], [1.2250, 2.2503, -0.4152]], "forces_ev_per_angstrom": [[-0.07, -0.33, 0.62], [-0.45, 0.91, 2.46], [-1.09, -0.93, -1.45], [0.09, -0.48, -3.06], [1.35, 0.43, 2.18], [-0.42, -0.10, -0.48], [0.10, 0.37, 0.43], [-0.12, -0.07, 0.10], [0.50, -0.20, -0.34], [0.17, 0.30, -0.25], [0.03, -0.31, -0.21], [-0.21, 0.00, 0.02], [0.35, 0.47, -0.17], [0.48, 0.27, 0.65], [-1.76, 1.33, 1.13], [0.22, -1.41, -0.30], [-0.37, -2.25, -1.13], [0.12, 3.16, -4.45], [-0.22, -2.49, 4.67], [1.10, 1.76, 0.31], [0.24, -0.08, -0.81], [-0.13, -0.17, 0.36], [0.44, -0.06, 0.37], [0.04, 0.10, -0.30], [-0.05, 0.10, -0.08], [-0.07, -0.09, -0.30], [-1.43, 0.46, -0.18], [1.50, 0.02, -2.11], [-2.82, -0.63, -1.40], [2.27, -0.66, -0.12], [0.05, -1.12, 1.91], [-0.60, 0.88, -1.87], [-0.13, 0.14, 2.41], [-0.01, -0.33, -0.24], [0.03, -0.16, 0.33], [0.24, 0.13, -0.24], [-0.16, 0.86, 1.57], [1.27, 0.19, 0.14], [-0.30, 0.05, -0.19], [0.81, -0.69, -0.07], [-0.40, -0.99, -0.86], [-0.67, -1.97, 0.11], [-2.78, 2.93, 2.05], [2.00, 0.23, -3.40], [-0.64, 0.41, 0.02], [1.66, -1.07, 1.53], [-0.02, 0.11, 0.23], [0.31, 0.67, 0.47], [0.01, -0.29, 0.15], [-0.24, 0.65, -0.24], [0.61, 0.59, -1.23], [2.14, -0.58, -0.81], [-2.90, -0.39, -0.86], [-2.55, -1.65, 1.56], [1.96, -0.33, 1.39], [1.89, 1.60, -2.53], [-1.13, 0.53, 1.33], [-0.51, -0.74, 0.26], [0.26, 0.61, 0.18], [0.29, -0.05, 0.67], [0.04, 0.33, 0.20], [-1.64, 0.21, -0.33], [1.30, -0.83, 0.07], [1.22, -0.73, -0.27], [-2.22, 0.32, 0.47], [-1.00, -0.94, 0.15], [1.72, 0.48, 1.87], [0.31, 1.92, -2.24], [0.06, 0.13, 0.09], [0.38, -0.20, -0.27], [-0.07, -0.29, 0.14], [-0.10, -0.03, 0.34], [1.22, 2.42, 0.48], [0.22, -0.82, -0.60], [-0.09, -0.33, 1.25], [-1.55, 2.35, -2.12], [2.44, 0.22, -1.01], [-1.27, -1.03, 0.29], [0.01, -1.94, 0.65], [0.19, -0.17, 0.31], [-1.28, -0.78, 0.23], [-0.06, 0.08, 0.16], [-0.17, 0.02, 0.19]], "lowdin_charge": [-0.009, -0.312, -0.114, 0.091, -0.585, 0.150, 0.054, 0.081, 0.086, 0.092, 0.148, 0.144, 0.142, -0.017, -0.314, -0.097, 0.085, -0.536, 0.074, 0.099, 0.093, 0.085, 0.087, 0.146, 0.142, 0.135, -0.020, -0.297, -0.127, 0.080, -0.539, 0.139, 0.083, 0.098, 0.081, 0.084, 0.160, 0.136, 0.130, -0.149, -0.158, -0.224, 0.762, -0.269, -0.227, -0.238, 0.090, 0.131, 0.136, 0.116, -0.155, -0.211, -0.188, 0.728, -0.217, -0.266, -0.176, 0.138, 0.130, 0.147, 0.117, -0.154, -0.141, -0.253, 0.733, -0.233, -0.245, -0.196, 0.131, 0.129, 0.100, 0.134, -0.162, -0.109, -0.198, 0.679, -0.237, -0.222, -0.206, 0.109, 0.127, 0.114, 0.125]}

Entry 2:
{"formula": "C20H35AsF6HfN5", "method": "the ωB97M-V functional and the def2-TZVPD basis", "relative_energy_ev": 0.0000, "total_charge": 3, "orbital_gap_ev": 3.27, "species": ["Hf", "As", "F", "F", "F", "F", "F", "F", "C", "C", "C", "C", "N", "H", "H", "H", "H", "H", "H", "H", "C", "C", "C", "C", "N", "H", "H", "H", "H", "H", "H", "H", "C", "C", "C", "C", "N", "H", "H", "H", "H", "H", "H", "H", "C", "C", "C", "C", "N", "H", "H", "H", "H", "H", "H", "H", "C", "C", "C", "C", "N", "H", "H", "H", "H", "H", "H", "H"], "xyz": [[-1.7765, -3.0238, -0.3045], [-1.1096, 0.9554, -0.2195], [-2.7996, 1.2429, -0.1677], [-1.0749, 1.0508, 1.5042], [0.5422, 0.4971, -0.2210], [-1.1354, 0.7855, -1.9438], [-0.7504, 2.6045, -0.3716], [-1.5321, -0.8343, -0.0657], [2.5467, 0.5373, -2.4226], [2.6747, -0.7460, -3.2612], [1.3008, -1.3164, -3.6900], [0.5456, -1.9225, -2.6246], [-0.0223, -2.3745, -1.7300], [3.3504, 1.2226, -2.6637], [2.5704, 0.2566, -1.3724], [1.5796, 1.0173, -2.5733], [3.2597, -1.5080, -2.7487], [3.1967, -0.5076, -4.1871], [1.4618, -2.0338, -4.5022], [0.6545, -0.5310, -4.1024], [3.3999, -2.5264, 3.4743], [2.1945, -1.7181, 3.9277], [1.4643, -1.0349, 2.7443], [0.6281, -1.8184, 1.8765], [0.0104, -2.4543, 1.1391], [4.1526, -1.8947, 3.0003], [3.1279, -3.3400, 2.8001], [3.8899, -2.9318, 4.3593], [2.5402, -0.9366, 4.6009], [1.4244, -2.3088, 4.4263], [2.1733, -0.5581, 2.0495], [0.8242, -0.2131, 3.0927], [-5.1226, 0.6981, -3.3685], [-4.3785, 0.0714, -4.5451], [-3.9514, -1.3917, -4.3826], [-3.3007, -1.6250, -3.0979], [-2.7934, -1.7752, -2.0699], [-5.9405, 0.0702, -3.0011], [-5.4764, 1.6711, -3.6908], [-4.5015, 0.7644, -2.4672], [-3.5377, 0.7074, -4.8227], [-5.0639, 0.1134, -5.3935], [-3.3369, -1.7707, -5.2001], [-4.8317, -2.0444, -4.3040], [-2.2781, -0.0712, 4.5008], [-3.6802, -0.6620, 4.5900], [-4.3422, -0.7081, 3.2038], [-3.5905, -1.5069, 2.2555], [-2.9773, -2.1219, 1.4900], [-1.8168, 0.0619, 5.4813], [-2.1342, 0.8834, 3.9935], [-1.5939, -0.7966, 4.0338], [-4.2649, -0.1041, 5.3163], [-3.5476, -1.6774, 4.9647], [-4.2735, 0.2762, 2.7134], [-5.3719, -1.0746, 3.1960], [3.0279, 3.1265, -0.1515], [4.2407, 3.9730, 0.1977], [5.5983, 3.3045, -0.0855], [5.5720, 1.9422, 0.4412], [5.5347, 0.9012, 0.9191], [2.8251, 2.2879, 0.5207], [3.3045, 2.6520, -1.0942], [2.1188, 3.7221, -0.1483], [4.1923, 4.2778, 1.2493], [4.2266, 4.9456, -0.2972], [6.4097, 3.8520, 0.3921], [5.7434, 3.3905, -1.1628]], "forces_ev_per_angstrom": [[2.77, 8.26, 0.71], [0.51, 4.18, -0.29], [-0.10, -0.71, -0.17], [-0.04, -0.86, -0.02], [-0.07, -0.76, 0.21], [-0.25, -0.84, 0.20], [0.05, -0.14, 0.04], [-0.46, -2.75, -0.23], [-0.26, -0.93, 0.13], [0.00, 0.72, 0.04], [0.14, 0.02, -0.45], [0.56, 0.22, -0.18], [-1.95, -1.51, 1.17], [0.03, 0.03, 0.12], [0.27, 0.33, 0.10], [0.13, 0.23, -0.21], [-0.01, -0.05, -0.05], [-0.10, -0.22, -0.11], [-0.26, -0.29, 0.22], [0.06, 0.07, 0.10], [0.04, -0.01, 0.30], [-0.25, -0.34, -0.55], [0.16, 1.00, -0.24], [0.62, -0.23, 0.37], [-2.06, -1.50, -1.21], [-0.15, 0.07, -0.16], [0.08, -0.06, 0.04], [-0.07, -0.25, -0.09], [-0.29, 0.15, -0.03], [0.33, -0.14, 0.34], [0.08, 0.00, 0.06], [-0.08, -0.04, -0.03], [0.38, -0.92, 0.63], [-0.52, 0.81, -0.26], [-0.32, -0.19, 0.77], [0.18, 0.27, -0.52], [0.24, -2.38, 1.41], [-0.35, 0.15, -0.55], [-0.13, 0.08, 0.35], [0.27, 0.54, -0.26], [0.18, -0.21, 0.07], [0.18, -0.30, -0.14], [0.18, 0.02, 0.09], [-0.10, 0.06, -0.22], [1.12, -0.24, 0.22], [1.09, -0.05, 0.17], [0.24, 0.26, -0.47], [0.11, -0.36, 0.08], [0.33, -1.55, -1.41], [-0.40, -0.01, 0.16], [-0.51, -0.02, -0.15], [-0.14, 0.08, -0.26], [-0.43, 0.00, -0.33], [-0.40, -0.01, 0.12], [-0.41, 0.13, 0.23], [-0.04, 0.08, 0.01], [0.53, -0.25, -0.14], [-0.02, 0.79, 1.44], [-0.70, 0.50, 0.05], [0.45, 0.23, -0.34], [-0.28, -0.37, 0.05], [0.39, 0.14, 0.30], [-0.83, 0.23, -0.34], [-0.01, 0.02, -0.55], [0.08, -0.28, 0.06], [-0.09, -0.23, -0.42], [0.01, -0.02, 0.02], [0.31, -0.67, -0.01]], "lowdin_charge": [2.161, 0.747, -0.206, -0.212, -0.214, -0.227, -0.172, -0.438, -0.091, -0.188, -0.123, -0.078, 0.075, 0.080, 0.059, 0.073, 0.123, 0.126, 0.153, 0.150, -0.080, -0.206, -0.132, -0.095, 0.075, 0.088, 0.078, 0.093, 0.129, 0.116, 0.153, 0.139, -0.080, -0.219, -0.112, -0.074, 0.083, 0.088, 0.097, 0.058, 0.124, 0.131, 0.149, 0.156, -0.099, -0.196, -0.102, -0.069, 0.075, 0.095, 0.083, 0.055, 0.134, 0.124, 0.160, 0.157, -0.112, -0.254, -0.167, -0.241, 0.135, 0.058, 0.044, 0.079, 0.115, 0.116, 0.128, 0.123]}

Entry 3:
{"formula": "C20H35BCl20N2O4", "method": "the ωB97M-V functional and the def2-TZVPD basis", "relative_energy_ev": 0.0000, "smiles": "CN(C)B(O)N(COc1ccccc1)C(=O)O.ClCCl.ClCCl.ClCCl.ClCCl.ClCCl.ClCCl.ClCCl.ClCCl.ClCCl.ClCCl", "orbital_gap_ev": 8.91, "species": ["C", "N", "C", "B", "O", "N", "C", "O", "C", "C", "C", "C", "C", "C", "C", "O", "O", "H", "H", "H", "H", "H", "H", "H", "H", "H", "H", "H", "H", "H", "H", "H", "C", "Cl", "Cl", "H", "H", "C", "Cl", "Cl", "H", "H", "C", "Cl", "Cl", "H", "H", "C", "Cl", "Cl", "H", "H", "C", "Cl", "Cl", "H", "H", "C", "Cl", "Cl", "H", "H", "C", "Cl", "Cl", "H", "H", "C", "Cl", "Cl", "H", "H", "C", "Cl", "Cl", "H", "H", "C", "Cl", "Cl", "H", "H"], "xyz": [[2.6238, -0.9503, 0.0471], [1.8611, 0.3002, -0.0845], [1.7604, 0.9163, 1.2483], [0.5440, 0.0953, -0.6725], [-0.0427, -1.1698, -0.7248], [-0.1811, 1.2525, -1.1735], [-1.0161, 1.0622, -2.3546], [-2.3870, 1.4246, -2.1489], [-2.9096, 0.9299, -0.9705], [-2.8287, 1.6222, 0.2189], [-3.3640, 1.0578, 1.3700], [-3.9593, -0.1941, 1.3635], [-4.0860, -0.8865, 0.1441], [-3.5647, -0.2942, -0.9907], [0.6166, 2.4365, -1.2975], [1.5046, 2.5569, -2.0869], [0.3295, 3.4363, -0.4374], [2.2046, -1.5885, 0.8228], [2.7391, -1.4596, -0.9076], [3.6295, -0.6862, 0.3811], [0.8697, 1.5399, 1.3501], [2.6253, 1.5615, 1.4361], [1.7617, 0.1690, 2.0492], [-0.6838, -1.2773, -0.0104], [-0.6394, 1.7253, -3.1340], [-0.9410, 0.0481, -2.7467], [-2.3247, 2.5794, 0.2002], [-3.2921, 1.6218, 2.2918], [-4.3284, -0.5823, 2.3000], [-4.5882, -1.8387, 0.0951], [-3.6811, -0.8230, -1.9310], [-0.6242, 3.5594, -0.3429], [0.5483, 6.4500, -1.7072], [0.7516, 7.6332, -3.0035], [-1.1095, 6.4477, -1.0763], [0.7738, 5.4628, -2.0924], [1.2216, 6.7010, -0.8971], [7.0013, 0.5347, 1.4331], [6.2817, -1.0210, 1.0002], [6.1608, 1.2851, 2.7959], [8.0371, 0.3688, 1.7061], [6.9351, 1.1975, 0.5787], [-7.4741, 2.9231, 0.6244], [-5.8917, 2.1298, 0.7381], [-8.1906, 3.2066, 2.2183], [-7.3514, 3.8794, 0.1240], [-8.1404, 2.2854, 0.0537], [3.3715, -3.7110, 3.0946], [2.3937, -2.3170, 3.5713], [3.8019, -3.7011, 1.3774], [4.2874, -3.7023, 3.6742], [2.8027, -4.6083, 3.2922], [-8.1360, 4.2916, -2.9140], [-8.3658, 5.2892, -1.4681], [-9.2600, 2.9280, -2.9524], [-8.3015, 4.9053, -3.7913], [-7.1262, 3.9023, -2.9135], [8.7929, -1.8452, -1.9096], [8.2259, -0.2251, -1.5035], [9.4856, -2.6800, -0.5106], [7.9536, -2.4273, -2.2714], [9.5544, -1.7608, -2.6752], [-6.3720, 1.8239, -6.0257], [-5.9591, 2.7393, -4.5690], [-6.7870, 2.8858, -7.3738], [-5.5167, 1.2212, -6.3065], [-7.2255, 1.1946, -5.8027], [-2.3224, -4.2517, 2.1411], [-3.7022, -5.0113, 2.9496], [-2.6747, -2.5361, 1.8149], [-1.4514, -4.3324, 2.7811], [-2.1423, -4.7528, 1.1969], [9.9305, -1.8996, 3.1194], [8.7377, -1.7377, 4.4120], [10.3603, -0.3319, 2.4234], [10.8270, -2.3538, 3.5240], [9.5095, -2.5176, 2.3349], [-0.3598, -8.5502, 3.1645], [-0.8771, -7.0697, 3.9799], [-0.0244, -8.2907, 1.4455], [0.5417, -8.9133, 3.6436], [-1.1532, -9.2831, 3.2467]], "forces_ev_per_angstrom": [[0.52, 0.81, 0.15], [-0.92, -0.92, 0.34], [0.52, 0.71, -0.01], [0.29, -0.07, 0.63], [0.01, 0.37, -0.21], [0.31, -0.03, -0.74], [0.02, 0.28, -0.17], [0.30, 0.23, 0.38], [-0.38, -0.52, -0.08], [0.26, -0.06, -0.32], [0.52, 0.05, 0.24], [-0.17, 0.37, -0.61], [-0.05, 1.30, 0.60], [-0.27, -0.70, -0.57], [0.30, -0.09, -0.27], [-0.11, 0.13, 0.04], [-0.04, 0.35, -0.11], [-0.17, -0.25, -0.25], [-0.26, -0.12, 0.03], [0.01, -0.04, -0.01], [0.01, -0.05, -0.04], [-0.02, -0.01, 0.00], [-0.20, -0.10, -0.11], [-0.13, -0.15, -0.20], [-0.25, 0.02, -0.05], [-0.15, -0.18, 0.42], [-0.20, 0.06, 0.31], [-0.05, -0.09, 0.05], [-0.20, -0.09, -0.08], [-0.03, -0.01, -0.07], [0.16, 0.16, -0.08], [-0.01, -0.32, 0.25], [0.09, -0.09, -0.02], [0.02, 0.00, 0.01], [-0.01, -0.06, 0.02], [-0.04, 0.01, -0.02], [-0.04, 0.05, 0.01], [0.05, 0.04, -0.01], [-0.08, -0.14, 0.26], [0.02, 0.02, 0.00], [-0.12, 0.00, 0.04], [-0.12, 0.00, 0.01], [0.14, 0.01, -0.10], [-0.62, 0.31, -0.06], [-0.02, 0.01, -0.03], [0.07, -0.28, 0.29], [-0.01, -0.03, 0.06], [0.15, -0.04, 0.00], [0.01, -0.04, 0.03], [0.05, -0.16, 0.11], [0.00, 0.08, -0.03], [-0.10, -0.06, -0.01], [0.01, 0.08, 0.13], [-0.18, 0.35, -0.29], [0.02, -0.03, -0.03], [-0.06, 0.01, 0.03], [-0.22, 0.11, 0.23], [-0.07, -0.04, -0.04], [0.22, 0.12, -0.32], [0.05, -0.05, -0.06], [-0.04, 0.02, 0.08], [0.06, 0.02, 0.07], [-0.04, -0.09, -0.02], [0.34, -0.27, -0.28], [-0.01, -0.03, -0.01], [0.05, 0.07, 0.00], [-0.04, 0.07, 0.02], [0.04, 0.10, 0.07], [0.07, -0.05, -0.05], [0.78, -1.12, 0.36], [-0.05, 0.06, 0.05], [-0.09, 0.01, 0.00], [-0.02, -0.10, -0.02], [-0.01, -0.03, -0.01], [0.17, -0.02, 0.00], [0.01, 0.07, 0.05], [-0.07, 0.07, -0.01], [0.01, -0.11, -0.03], [0.05, -0.04, 0.03], [0.01, 0.01, 0.07], [0.03, 0.08, -0.04], [-0.05, 0.06, -0.01]], "lowdin_charge": [-0.126, -0.078, -0.060, -0.636, 0.146, 0.131, -0.122, -0.029, -0.297, -0.055, -0.181, -0.255, -0.180, -0.015, -0.537, 0.163, 0.099, 0.012, 0.094, 0.033, 0.082, 0.090, 0.060, 0.083, 0.143, 0.140, 0.108, 0.110, 0.084, 0.090, 0.125, 0.083, -1.021, 0.509, 0.507, 0.008, 0.030, -1.053, 0.488, 0.512, -0.060, 0.004, -1.034, 0.661, 0.507, -0.069, 0.013, -0.985, 0.535, 0.541, 0.026, 0.018, -1.039, 0.562, 0.512, 0.028, -0.069, -0.993, 0.538, 0.516, 0.028, 0.025, -0.997, 0.573, 0.512, 0.026, 0.026, -0.977, 0.495, 0.676, 0.001, 0.031, -1.014, 0.513, 0.532, 0.026, -0.018, -1.018, 0.512, 0.500, 0.023, 0.024]}

Which E belongs to each record? In order, -4256.0754; -3938.8723; -10422.2699 a.u..